{"formula": "C19H20N4O2S2", "method": "ωB97M-V with the def2-TZVPD basis set", "energy_ha": -1901.89901, "homo_lumo_gap_ev": 8.5112, "fmax_ev_per_a": 1.1, "e_homo_ev": -8.4, "smiles": "C/N=C1/S[C@H](CC(=O)Nc2c(C)cccc2C)C(=O)N1/N=C/c1cccs1", "symbols": ["S", "S", "O", "O", "N", "N", "N", "N", "C", "C", "C", "C", "C", "C", "C", "C", "C", "C", "C", "C", "C", "C", "C", "C", "C", "C", "C", "H", "H", "H", "H", "H", "H", "H", "H", "H", "H", "H", "H", "H", "H", "H", "H", "H", "H", "H", "H"], "coordinates": [[0.9001, 3.1418, -0.7383], [-5.1844, -0.9942, 1.2407], [-2.0354, 2.7943, 1.6796], [0.1800, 0.2860, 1.6614], [-1.2783, 1.8136, -0.2522], [2.3149, 0.6586, 0.9793], [0.0570, 1.1308, -2.1577], [-2.3674, 1.0493, -0.5663], [3.2474, -3.1412, -0.5011], [-6.2457, -1.6444, 0.0650], [3.1063, -0.7570, -0.8184], [1.1359, 1.0226, 1.5273], [1.0660, 2.4921, 1.9470], [-5.8865, -1.3046, -1.2056], [2.5034, -1.7493, 1.3233], [0.2019, 3.2578, 0.9357], [2.8066, -3.0003, 0.7998], [-4.7345, -0.5050, -1.2447], [-1.1701, 2.6056, 0.8624], [3.2804, 0.4449, -1.6963], [-0.2175, 1.8395, -1.1669], [-3.0745, 0.5267, 0.3617], [3.4095, -2.0221, -1.2976], [-4.2237, -0.2427, 0.0048], [2.0820, -1.6214, 2.7526], [-0.7072, 0.0428, -2.6819], [2.6275, -0.6348, 0.4909], [0.0068, -0.6845, -3.0694], [0.1084, 4.3055, 1.2255], [-2.8523, 0.6198, 1.4214], [2.7033, -3.8707, 1.4309], [-1.3677, -0.4252, -1.9495], [3.9292, 1.1881, -1.2314], [3.4785, -4.1211, -0.8916], [-4.2820, -0.1236, -2.1410], [3.7276, 0.1544, -2.6431], [0.5756, 2.5443, 2.9219], [-7.0782, -2.2426, 0.3789], [3.7716, -2.1293, -2.3097], [2.9461, 1.3947, 0.6939], [1.0071, -1.4515, 2.8130], [2.3178, 0.9126, -1.9040], [-6.4305, -1.6170, -2.0790], [-1.3096, 0.4123, -3.5135], [2.0549, 2.9464, 2.0115], [2.3237, -2.5273, 3.3026], [2.5760, -0.7745, 3.2280]], "forces_ev_per_angstrom": [[-0.081, 0.348, 0.149], [0.071, 0.098, -0.654], [-0.040, -0.133, 0.089], [-0.166, -0.140, 0.049], [-0.097, -0.160, 0.161], [0.615, -0.127, -0.108], [0.190, 0.569, 0.109], [-0.661, -0.254, -0.333], [0.001, -0.049, -0.012], [0.173, 0.097, 0.279], [-0.042, -0.010, 0.045], [0.114, 0.574, 0.255], [-0.198, -0.155, 0.013], [-0.194, -0.163, 0.124], [0.009, 0.046, 0.014], [0.269, 0.048, -0.164], [-0.009, 0.029, -0.056], [0.336, 0.190, 0.412], [0.024, 0.620, 0.134], [-0.074, -0.011, 0.021], [0.235, -0.073, -0.154], [0.892, 0.613, 0.384], [0.008, -0.014, 0.043], [-0.899, -0.633, -0.214], [-0.152, -0.054, 0.019], [-0.235, -0.449, -0.023], [-0.029, -0.394, -0.147], [-0.122, -0.077, -0.075], [-0.151, -0.171, -0.003], [0.141, 0.123, -0.058], [-0.008, -0.074, 0.084], [0.092, -0.081, -0.201], [0.086, 0.113, -0.030], [0.024, -0.088, -0.032], [0.099, 0.105, -0.165], [0.070, 0.015, -0.058], [0.089, -0.048, -0.007], [-0.178, -0.123, 0.028], [0.040, 0.018, -0.104], [-0.202, -0.003, 0.135], [0.031, -0.006, 0.084], [0.036, 0.046, -0.021], [-0.107, -0.065, -0.120], [-0.054, -0.114, -0.043], [-0.032, 0.006, 0.018], [0.072, -0.029, 0.049], [0.013, 0.039, 0.084]]}



{"formula": "C19H20N4O4S", "method": "ωB97M-V with the def2-TZVPD basis set", "energy_ha": -1654.24660, "homo_lumo_gap_ev": 7.9421, "fmax_ev_per_a": 1.1, "e_homo_ev": -8.4, "smiles": "COc1cccc(/C=C2\\SC(=O)N(CC(=O)NCCCn3ccnc3)C2=O)c1", "symbols": ["S", "O", "O", "O", "O", "N", "N", "N", "N", "C", "C", "C", "C", "C", "C", "C", "C", "C", "C", "C", "C", "C", "C", "C", "C", "C", "C", "C", "H", "H", "H", "H", "H", "H", "H", "H", "H", "H", "H", "H", "H", "H", "H", "H", "H", "H", "H", "H"], "coordinates": [[-0.0403, 2.9882, -0.3009], [-5.7425, -1.1799, -0.2771], [2.4685, 3.8355, -0.3729], [1.2406, -0.1010, 1.5586], [4.9599, 0.7380, -0.7730], [2.0655, 1.7945, 0.5999], [3.5493, -0.7761, 0.1350], [1.1070, -3.0912, -0.3324], [-0.7727, -2.4272, 0.6140], [2.9746, -2.2732, -1.7690], [4.0685, 0.4591, -0.0035], [1.7251, 2.9603, -0.0453], [-3.5386, -0.2587, 0.1764], [0.0767, -2.8659, 1.5799], [-1.3428, 0.6497, 0.5962], [1.2457, -3.2812, 1.0143], [-4.8516, -0.1554, -0.2541], [-3.1827, 2.0856, -0.3036], [3.9973, -1.8687, -0.6959], [-2.6919, 0.8591, 0.1480], [-4.4977, 2.1844, -0.7204], [1.0473, 0.9334, 0.9485], [-0.1278, -2.5707, -0.5123], [3.4467, 1.5064, 0.9392], [-5.3286, 1.0816, -0.7022], [2.0556, -3.4304, -1.3588], [-0.2439, 1.4212, 0.4711], [-5.3191, -2.4450, 0.1775], [-6.1810, -3.1005, 0.0642], [-1.1580, -0.3144, 1.0630], [-5.0223, -2.4130, 1.2300], [2.6628, -4.2687, -1.0042], [2.3726, -1.4018, -2.0334], [-0.2055, -2.8495, 2.6126], [-3.1243, -1.1942, 0.5181], [-2.5447, 2.9544, -0.3136], [4.0150, 2.4337, 0.8430], [2.7796, -0.9264, 0.7794], [3.5118, -2.5891, -2.6640], [-6.3545, 1.1476, -1.0283], [-0.5194, -2.3146, -1.4773], [1.4945, -3.7619, -2.2383], [4.9121, -1.5171, -1.1796], [3.4784, 1.1370, 1.9683], [-4.8807, 3.1329, -1.0650], [4.2425, -2.7265, -0.0626], [2.1352, -3.6933, 1.4441], [-4.4873, -2.8295, -0.4203]], "forces_ev_per_angstrom": [[-0.097, 0.109, -0.107], [-0.072, 0.301, -0.102], [0.203, 0.118, -0.053], [-0.025, 0.142, 0.123], [0.316, 0.231, -0.278], [0.416, -0.328, 0.200], [-0.178, -0.520, 0.142], [-0.240, 0.046, 0.219], [-0.457, 0.003, -0.039], [0.044, -0.245, 0.213], [-0.245, 0.256, 0.482], [-0.616, 0.166, -0.139], [-0.044, -0.066, -0.013], [0.217, -0.184, 0.018], [1.100, 0.120, 0.234], [-0.024, -0.110, 0.369], [-0.007, 0.265, -0.050], [0.272, -0.217, 0.111], [0.039, 0.122, -0.296], [-0.713, 0.307, -0.288], [-0.123, -0.062, -0.032], [0.108, -0.266, 0.214], [-0.058, 0.049, -0.146], [0.373, -0.028, -0.015], [0.047, -0.209, 0.059], [0.417, 0.165, -0.649], [-0.823, 0.035, -0.176], [0.066, -0.208, 0.071], [0.092, 0.008, 0.027], [0.035, 0.159, -0.001], [0.012, 0.000, -0.037], [-0.138, 0.028, -0.056], [0.021, 0.004, -0.077], [0.048, -0.016, 0.250], [0.035, -0.133, 0.049], [-0.055, 0.118, 0.000], [-0.092, -0.199, 0.011], [0.117, 0.179, -0.025], [-0.014, -0.016, -0.066], [-0.123, 0.014, -0.039], [-0.002, 0.012, -0.294], [0.065, -0.068, 0.153], [-0.095, -0.150, 0.109], [-0.011, 0.076, -0.094], [-0.048, 0.081, -0.030], [0.058, 0.006, -0.042], [0.212, -0.113, 0.055], [-0.012, 0.017, 0.032]]}



Result set for relative energy (zero: lowest compared OMol25 entry of this formula, charge and spin): 35.91; 0.00 kcal per mole, one per record in the order listed.